Record 1
{
  "formula": "C12H14IO4S",
  "method": "ωB97M-V/def2-TZVPD",
  "symbols": ["I", "S", "O", "O", "O", "O", "C", "C", "C", "C", "C", "C", "C", "C", "C", "C", "C", "C", "H", "H", "H", "H", "H", "H", "H", "H", "H", "H", "H", "H", "H", "H"],
  "positions_angstrom": [[3.00059, 1.97165, -1.73709], [0.19023, -0.93826, -2.46602], [-2.42420, -2.90708, 0.64427], [1.57270, -1.40473, -1.87236], [-0.62198, -2.09411, -3.09785], [0.55302, 0.16811, -3.74636], [1.29593, -2.04269, 3.72955], [-0.76826, -1.26420, 1.92673], [1.25750, 1.35428, -3.23331], [0.37930, 0.67938, 3.69655], [0.43576, 2.20922, -2.09787], [0.21224, -2.42173, 2.54924], [-0.70460, 0.03073, -1.13630], [-1.04986, 1.51942, -1.77934], [1.37501, -0.50592, 4.29544], [-2.06685, -0.67385, -0.55675], [-1.80462, -1.72194, 0.70113], [-0.67040, 0.27940, 2.50121], [-1.62305, 1.39097, -2.81062], [0.35018, 3.36374, -2.32599], [-2.71802, -1.15401, -1.40319], [1.39239, 2.08656, -4.16460], [2.00782, -2.87304, 4.16760], [0.07682, 0.23075, -0.27334], [-2.73007, 0.20536, -0.09635], [2.31856, 1.10497, -2.75600], [2.15920, -0.25227, 5.12975], [-1.66179, 2.18457, -1.03248], [0.15514, -3.52393, 2.16011], [-1.37731, 1.11518, 2.03542], [0.44889, 1.76465, 4.13379], [1.03972, 2.11882, -1.08497]],
  "forces_ev_per_angstrom": [[12.402, 6.442, 8.977], [3.972, -4.179, -1.680], [3.960, 6.904, 0.944], [-5.316, 2.075, -1.844], [1.949, 4.425, 2.170], [-2.501, -1.918, 2.342], [-2.647, 3.140, -1.554], [2.205, 0.097, 2.324], [-3.230, 1.098, -2.889], [-0.100, -4.496, -1.603], [-2.604, -0.423, 0.999], [0.318, 3.784, 1.569], [-1.136, 1.982, 0.841], [0.790, -0.128, -1.304], [-2.636, -1.076, -2.928], [-0.004, 0.422, 0.781], [-2.074, -4.038, -0.873], [2.144, -2.274, 1.379], [0.820, 0.138, 2.281], [0.068, -2.421, 0.299], [1.498, 0.567, 1.787], [-0.280, -1.785, 1.712], [-1.645, 1.941, -1.045], [-1.387, -0.776, -1.895], [1.528, -1.735, -0.921], [-4.739, -4.044, -5.363], [-1.764, -0.497, -1.855], [1.138, -1.467, -1.336], [0.043, 2.482, 0.730], [1.733, -2.040, 1.146], [-0.214, -2.407, -1.099], [-2.288, 0.210, -2.094]],
  "nbo_charge": [-0.5508, 2.1304, -0.5484, -0.8908, -0.8935, -0.6769, -0.2376, -0.1481, -0.2345, -0.2301, -0.5190, -0.1670, -0.4563, -0.4376, -0.2117, -0.5013, 0.5625, -0.2152, 0.2150, 0.2231, 0.2764, 0.1920, 0.2357, 0.2930, 0.2312, 0.1498, 0.2292, 0.2123, 0.2529, 0.2373, 0.2401, 0.2382],
  "total_charge": -1,
  "spin_multiplicity": 1,
  "molar_mass_g_mol": 381.21,
  "e_homo_ha": -0.0782,
  "orbital_gap_ev": 3.55
}

Record 2
{
  "formula": "C4H16FN8O4Ti2",
  "method": "ωB97M-V/def2-TZVPD",
  "symbols": ["Ti", "Ti", "F", "O", "O", "O", "O", "N", "N", "N", "N", "N", "N", "N", "N", "C", "C", "C", "C", "H", "H", "H", "H", "H", "H", "H", "H", "H", "H", "H", "H", "H", "H", "H", "H"],
  "positions_angstrom": [[2.29314, -0.36681, 18.77988], [1.02658, 2.33119, 15.21256], [1.92604, 0.95285, 16.98416], [3.14327, 3.32409, 14.65482], [5.19205, -0.47197, 13.99473], [-0.10831, 4.00924, 16.28599], [-0.14815, 0.49085, 19.34192], [-2.21039, -0.49589, 19.00388], [4.17526, 0.73504, 12.28550], [4.87128, 4.57019, 15.53082], [0.81601, 3.61546, 18.38710], [-0.70958, -0.45006, 17.35776], [0.06248, 5.64702, 17.79694], [3.10876, 0.36657, 14.18867], [3.96024, 2.96175, 16.73112], [-0.96365, -0.11595, 18.65673], [3.96636, 3.58232, 15.55837], [4.21149, 0.11430, 13.51087], [0.28577, 4.40570, 17.39592], [0.98083, 4.04555, 19.27888], [-2.57009, -1.18892, 18.37037], [4.97155, 5.25150, 14.79929], [4.62456, 3.13929, 17.46204], [-2.51341, -0.37842, 19.95681], [3.23894, 2.25813, 16.82333], [3.41271, 1.38137, 12.27533], [5.39911, 4.56211, 16.38356], [5.02438, 0.61642, 11.75905], [3.09355, 0.20025, 15.18200], [-0.13845, 6.28620, 17.04268], [-1.47180, -0.42830, 16.69868], [0.10330, 0.11482, 17.13280], [0.55777, 5.90772, 18.63269], [2.45944, 0.94472, 13.67819], [0.97489, 2.64570, 18.16124]],
  "forces_ev_per_angstrom": [[-0.919, 0.949, -0.697], [0.623, 0.730, 0.583], [-0.095, -0.315, 0.457], [-0.386, -0.098, 0.400], [-1.269, 0.324, -0.834], [0.975, -1.000, -0.549], [1.244, -0.219, 0.621], [0.542, 0.291, 0.535], [0.283, -1.577, 1.178], [0.247, -0.109, -0.101], [-0.246, 0.336, -1.641], [1.451, 0.608, -0.007], [0.128, 0.968, -0.187], [-2.031, -0.143, 1.241], [-0.800, -1.371, 0.696], [-1.699, -0.325, -0.745], [-0.574, 0.968, -0.826], [3.601, -0.112, -0.129], [-0.496, -1.425, 1.188], [0.149, -0.610, 0.143], [-0.699, -0.088, 0.602], [0.066, -0.190, 0.034], [-0.113, -0.134, 0.005], [-0.190, -0.291, -0.125], [0.329, -0.273, 0.494], [0.636, 0.690, -1.525], [0.641, 0.985, -0.456], [-0.416, 0.742, -0.506], [-0.278, 0.085, -0.176], [-0.005, 0.376, 0.439], [0.072, -0.024, -0.060], [0.013, -0.308, -1.074], [-0.236, 0.809, -0.222], [-0.599, -0.164, 0.709], [0.052, -0.085, 0.534]],
  "mulliken_spin": [3.1537, 3.0193, -0.0938, -0.0286, 0.0014, -0.0109, -0.0275, 0.0025, -0.0012, 0.0038, 0.0219, 0.0254, 0.0029, -0.0064, 0.0175, -0.0306, -0.0224, 0.0102, -0.0483, 0.0018, -0.0024, -0.0007, 0.0037, 0.0011, -0.0197, 0.0043, 0.0002, 0.0006, 0.0058, -0.0007, 0.0063, -0.0177, -0.0010, 0.0139, 0.0155],
  "e_above_lowest_kcal_mol": 24.9,
  "total_charge": 1,
  "spin_multiplicity": 7,
  "molar_mass_g_mol": 354.96,
  "e_homo_ha": [-0.3171, -0.4327],
  "s2": 12.002,
  "orbital_gap_ev": [5.62, 8.63]
}

Record 3
{
  "formula": "C21H25BaN6O3",
  "method": "ωB97M-V/def2-TZVPD",
  "symbols": ["Ba", "O", "O", "O", "N", "N", "N", "N", "N", "N", "C", "C", "C", "C", "C", "C", "C", "C", "C", "C", "C", "C", "C", "C", "C", "C", "C", "C", "C", "C", "C", "H", "H", "H", "H", "H", "H", "H", "H", "H", "H", "H", "H", "H", "H", "H", "H", "H", "H", "H", "H", "H", "H", "H", "H", "H"],
  "positions_angstrom": [[-0.56535, 0.53408, -1.22254], [-1.80590, -2.08342, -1.57031], [-2.82518, -0.20050, -0.09875], [0.56536, -1.49923, -2.46145], [3.42651, -0.02643, 2.81973], [1.25369, -3.64106, -2.66825], [3.48743, 10.15536, 1.24627], [2.05273, -1.86335, 3.03851], [-4.35771, -1.51890, 0.91077], [0.50838, -0.96433, 0.91391], [0.86381, 6.14249, 0.79696], [0.99024, -2.53686, 2.60610], [0.21064, -2.10496, 1.55416], [-4.78284, -0.43372, 1.79201], [-5.19390, -2.71089, 0.94582], [1.60128, 5.28501, -0.02398], [1.55410, -0.27899, 1.32681], [3.32462, 6.97141, -0.19290], [0.33308, -2.71266, -2.41775], [-3.41319, -1.28368, 0.00047], [0.68119, 2.87351, -0.65638], [1.10443, 3.98273, -0.35855], [2.60714, -3.23238, -3.03373], [2.34599, -0.72791, 2.41191], [3.08279, 9.11564, 0.97087], [2.57941, 7.81534, 0.62925], [1.34547, 7.39630, 1.12204], [-1.06050, -3.19261, -2.02072], [-3.01280, -2.42922, -0.92669], [2.83753, 5.71933, -0.51400], [1.00221, -5.07409, -2.71745], [-5.69639, 0.02856, 1.41481], [-2.87576, -3.34838, -0.34860], [-0.04674, -5.30643, -2.56913], [-0.65902, -2.65865, 1.22378], [-0.09394, 5.81502, 1.17755], [-4.97549, -0.84375, 2.78170], [3.57080, 0.91598, 2.50328], [3.31786, -3.88486, -2.52883], [1.79579, 0.65868, 0.82766], [-4.77613, -3.51629, 0.35160], [-4.00025, 0.31403, 1.84950], [3.41000, 5.06155, -1.15345], [-3.80394, -2.60189, -1.66640], [-5.28264, -3.05449, 1.97544], [4.28035, 7.30239, -0.57553], [0.77060, 8.05604, 1.75747], [-1.55348, -3.66138, -2.88090], [2.75131, -3.31670, -4.11167], [2.77099, -2.20507, -2.72890], [-6.19231, -2.48254, 0.56883], [1.29722, -5.45932, -3.69379], [3.88170, -0.31292, 3.66950], [1.58927, -5.58169, -1.95143], [0.75637, -3.45940, 3.12435], [-0.97680, -3.93449, -1.21900]],
  "forces_ev_per_angstrom": [[0.013, 0.215, -0.090], [0.169, 0.251, 0.116], [-0.152, -0.014, 0.049], [0.060, -0.062, -0.073], [0.041, 0.027, 0.019], [0.051, 0.100, -0.132], [-0.003, -0.002, 0.001], [-0.002, -0.002, 0.003], [-0.090, 0.157, -0.088], [0.017, 0.089, 0.013], [-0.008, 0.030, 0.020], [0.028, -0.022, -0.014], [-0.014, -0.009, -0.035], [0.007, -0.015, -0.006], [0.012, 0.008, 0.001], [0.042, -0.009, -0.016], [0.113, 0.034, 0.075], [-0.018, 0.005, 0.017], [-0.099, -0.029, 0.164], [0.179, -0.138, 0.025], [-0.020, -0.253, 0.047], [0.008, 0.015, 0.010], [-0.016, -0.010, 0.008], [-0.072, 0.013, -0.026], [0.033, 0.060, 0.007], [-0.017, -0.063, -0.020], [-0.005, -0.019, -0.005], [-0.125, -0.106, -0.035], [-0.042, -0.158, -0.058], [-0.005, 0.008, 0.001], [-0.010, 0.016, 0.001], [-0.001, 0.000, 0.002], [-0.014, 0.017, -0.005], [0.004, -0.011, -0.003], [-0.004, 0.009, -0.010], [0.002, -0.009, -0.006], [0.002, 0.003, 0.003], [-0.002, -0.005, -0.011], [0.003, 0.003, 0.003], [-0.058, 0.002, -0.016], [-0.014, -0.006, -0.003], [-0.006, 0.006, 0.010], [-0.003, -0.002, -0.002], [-0.015, -0.054, 0.051], [0.003, -0.006, -0.003], [0.001, 0.011, 0.005], [0.007, 0.008, 0.000], [0.030, -0.047, 0.023], [0.003, -0.002, 0.000], [0.010, -0.001, -0.004], [-0.002, -0.001, 0.004], [0.004, -0.002, 0.001], [-0.011, -0.017, -0.001], [-0.004, -0.006, 0.001], [0.001, 0.007, 0.013], [-0.014, -0.011, -0.029]],
  "nbo_charge": [1.8664, -0.5567, -0.7424, -0.7424, -0.7681, -0.3819, -0.2979, -0.4243, -0.3818, -0.4762, -0.1785, 0.0342, -0.0954, -0.4204, -0.4129, -0.1031, -0.0503, -0.1804, 0.6827, 0.6806, -0.6683, -0.1780, -0.4199, 0.3607, 0.2577, -0.1200, -0.1801, -0.1567, -0.1576, -0.1786, -0.4128, 0.2133, 0.1965, 0.2102, 0.1855, 0.2209, 0.2155, 0.4070, 0.2149, 0.2202, 0.2096, 0.2443, 0.2219, 0.2136, 0.2226, 0.2297, 0.2294, 0.2095, 0.2145, 0.2432, 0.2173, 0.2223, 0.4156, 0.2179, 0.2087, 0.1980],
  "e_above_lowest_kcal_mol": 2.8,
  "total_charge": 1,
  "spin_multiplicity": 1,
  "molar_mass_g_mol": 546.80,
  "e_homo_ha": -0.3592,
  "orbital_gap_ev": 7.17
}